{
  "formula": "C30H49FMnP2",
  "method": "wB97M-V/def2-TZVPD",
  "total_charge": 2,
  "multiplicity": 4,
  "homo_energy_ev": [-12.96, -13.07],
  "s2": 3.924,
  "species": ["Mn", "C", "C", "C", "C", "C", "C", "H", "H", "H", "C", "H", "H", "H", "C", "H", "H", "H", "C", "H", "H", "H", "C", "H", "H", "H", "C", "C", "C", "C", "C", "C", "C", "C", "H", "H", "H", "H", "H", "H", "H", "H", "H", "H", "H", "H", "P", "C", "H", "H", "H", "C", "H", "H", "H", "C", "H", "H", "H", "P", "C", "H", "H", "H", "C", "H", "H", "H", "C", "H", "H", "H", "F", "C", "C", "C", "C", "C", "C", "H", "H", "H", "H"],
  "positions_angstrom": [[1.352043, -1.808811, -0.661498], [1.982513, 0.213827, 1.143672], [2.731851, -0.535891, 0.093276], [2.068095, 1.580105, -0.699582], [1.617335, 1.466903, 0.647321], [2.598854, 0.352190, -1.113519], [2.028781, -0.196232, 2.560903], [2.015256, -1.286440, 2.638351], [1.198083, 0.191107, 3.159419], [2.977936, 0.129790, 3.011147], [1.260980, 2.651742, 1.478989], [1.283744, 2.423112, 2.543476], [0.269079, 3.057493, 1.263843], [1.964807, 3.474140, 1.355714], [2.218369, 2.835308, -1.475115], [3.270397, 3.034147, -1.722982], [1.869129, 3.729993, -0.940556], [1.692359, 2.795571, -2.440298], [3.327280, 0.140462, -2.380997], [4.352556, 0.513675, -2.287117], [2.861569, 0.681100, -3.216013], [3.397190, -0.914177, -2.661903], [3.953642, -1.371373, 0.350817], [4.816382, -0.719211, 0.563239], [4.206947, -2.013094, -0.496201], [3.792921, -2.023560, 1.207902], [-0.125364, -2.551157, 0.352898], [1.178949, -2.973194, 0.948545], [1.789110, -4.342207, 0.699168], [2.454094, -4.450286, -0.684453], [2.222354, -3.284147, -1.691143], [0.916026, -2.974379, -2.236906], [-0.277102, -3.811532, -1.947927], [-0.919218, -3.500267, -0.523693], [0.992963, -5.084483, 0.801477], [2.105114, -5.356253, -1.191510], [2.499745, -4.597159, 1.503689], [-1.048873, -4.430216, 0.054945], [-0.724208, -1.878028, 1.004017], [1.288305, -2.538763, 1.927705], [-1.963444, -3.109347, -0.638423], [-1.028074, -3.543160, -2.701270], [0.871202, -2.197750, -3.015871], [-0.065091, -4.894379, -2.094471], [3.544716, -4.623913, -0.551482], [3.098892, -2.980820, -2.286456], [-1.648814, 0.085920, 2.771001], [-1.711270, 1.406498, 4.012668], [-2.583722, 1.286389, 4.660392], [-1.750476, 2.389036, 3.524978], [-0.791106, 1.374777, 4.615840], [-3.381866, -0.273275, 2.375391], [-4.037923, 0.120702, 3.151225], [-3.522464, -1.350852, 2.281072], [-3.652273, 0.177273, 1.414814], [-1.237789, -1.369941, 3.805719], [-1.229089, -2.277697, 3.179393], [-1.988389, -1.464107, 4.600475], [-0.237898, -1.240457, 4.250880], [-2.097642, 1.115188, -1.804371], [-0.620894, 0.934793, -2.942046], [-0.985491, 0.715174, -3.952984], [0.051802, 0.129020, -2.618106], [-0.038568, 1.861720, -3.020179], [-2.824199, -0.562859, -1.898563], [-2.047910, -1.316185, -2.144620], [-3.569820, -0.531459, -2.700412], [-3.312706, -0.816287, -0.946989], [-3.125078, 2.010595, -2.992172], [-3.565097, 1.271610, -3.673818], [-2.500879, 2.721217, -3.554649], [-3.907417, 2.553012, -2.438436], [-2.890913, 6.569881, 0.283322], [-2.547407, 5.244361, 0.187434], [-3.240656, 4.307872, 0.947967], [-3.008167, 2.936208, 0.698592], [-2.171118, 2.563426, -0.385755], [-1.318797, 3.554459, -0.911389], [-1.557772, 4.896180, -0.710697], [-3.959707, 4.617762, 1.699408], [-3.415145, 2.205257, 1.410012], [-0.486251, 3.257221, -1.534009], [-1.005281, 5.617131, -1.292515]],
  "forces_ev_per_a": [[1.429, 3.949, 1.786], [0.727, 0.472, -0.627], [-1.363, 1.727, -0.568], [0.238, -1.303, -0.394], [0.664, -0.453, 0.934], [0.055, -0.902, 1.035], [-0.056, -0.263, 0.579], [0.143, 0.448, 0.292], [0.230, 0.039, -0.177], [-0.198, 0.031, -0.017], [-0.592, 0.085, 0.462], [-0.087, -0.150, -0.008], [-0.033, -0.047, -0.044], [0.153, -0.044, -0.230], [-0.247, 0.702, -0.324], [-0.139, -0.239, 0.054], [-0.030, -0.382, -0.061], [0.189, 0.015, 0.141], [0.480, 0.090, -0.684], [0.055, -0.028, -0.189], [0.120, -0.156, 0.129], [0.048, 0.175, -0.050], [-0.059, -0.004, 0.171], [-0.175, -0.206, -0.099], [0.106, 0.166, -0.014], [0.132, 0.037, 0.117], [0.748, -1.384, 1.370], [-2.652, -0.085, -0.558], [-0.254, 0.399, 0.369], [0.766, -0.172, -0.993], [-1.469, -1.478, -1.558], [2.492, -1.514, -0.063], [-1.197, -0.003, 0.280], [-0.766, -0.256, -0.070], [-0.041, -0.024, -0.138], [-0.040, 0.013, 0.041], [-0.147, 0.289, -0.453], [0.086, 0.081, -0.346], [0.609, -0.084, -0.669], [0.424, -0.016, -0.112], [0.940, -0.273, -0.087], [0.063, -0.262, 0.125], [0.077, -0.452, 0.007], [-0.033, 0.715, 0.308], [-0.663, 0.432, -0.218], [-0.406, 0.301, 0.567], [1.245, -0.256, -0.876], [-0.070, 0.305, 0.223], [0.145, 0.107, 0.140], [-0.042, -0.189, 0.139], [-0.309, 0.019, -0.135], [-0.445, 0.150, -0.092], [-0.252, -0.172, -0.026], [-0.059, 0.011, 0.075], [-0.106, -0.079, 0.167], [-0.047, -0.005, 0.204], [-0.056, 0.275, 0.328], [0.258, -0.244, -0.032], [-0.414, -0.100, -0.093], [-0.224, 1.268, -0.778], [0.561, 0.176, 1.040], [-0.367, -0.053, 0.381], [-0.151, 0.282, 0.009], [-0.228, -0.287, 0.125], [0.135, -0.275, 1.055], [-0.404, 0.519, 0.297], [0.177, -0.064, 0.288], [0.090, -0.161, -0.345], [-0.524, 0.331, 0.135], [0.062, 0.438, 0.027], [-0.325, -0.137, 0.261], [0.137, -0.154, -0.457], [0.491, -1.655, 0.106], [-0.935, 1.503, -0.089], [0.651, -0.749, -0.398], [-0.046, -0.425, -0.312], [1.338, -0.207, -0.402], [-0.597, -0.808, -0.386], [0.116, -0.069, 0.279], [0.213, -0.027, -0.031], [-0.253, 0.316, -0.806], [-0.154, 0.148, -0.308], [0.060, 0.286, 0.271]],
  "lowdin_spin": [2.662, -0.046, 0.122, 0.055, 0.078, 0.027, -0.010, -0.001, 0.000, -0.004, 0.014, 0.000, 0.005, 0.004, 0.007, 0.002, 0.000, 0.002, 0.007, 0.003, 0.000, 0.001, 0.030, 0.012, 0.004, 0.002, -0.054, -0.069, -0.007, 0.002, -0.055, 0.139, 0.027, 0.017, -0.003, -0.002, 0.000, 0.002, -0.002, 0.002, 0.000, 0.002, 0.014, 0.005, 0.001, 0.001, 0.001, 0.000, 0.000, 0.000, 0.000, 0.000, 0.000, 0.000, 0.000, 0.000, 0.000, 0.000, 0.000, 0.000, 0.001, 0.000, 0.001, 0.000, 0.000, 0.000, 0.000, 0.000, 0.000, 0.000, 0.000, 0.000, 0.000, 0.000, 0.000, 0.000, 0.000, 0.000, 0.000, 0.000, 0.000, 0.000, 0.000]
}

***

{
  "formula": "C7H14N",
  "method": "wB97M-V/def2-TZVPD",
  "total_charge": 1,
  "multiplicity": 1,
  "homo_energy_ev": -13.12,
  "species": ["C", "C", "C", "C", "C", "C", "C", "N", "H", "H", "H", "H", "H", "H", "H", "H", "H", "H", "H", "H", "H", "H"],
  "positions_angstrom": [[-1.793124, 1.689629, 0.778457], [-1.393863, -2.500299, -0.321102], [-1.533977, 1.290543, -0.407492], [-1.045849, -1.306713, 0.212851], [1.982507, -0.852007, 0.524817], [1.631634, 1.354273, -0.583681], [-0.302378, -0.320906, -0.516494], [0.905336, 0.268609, 0.135513], [-2.242838, 2.623739, 0.985372], [-1.302085, 1.368192, 1.663484], [-2.075955, -3.079190, 0.252673], [-1.117130, -2.809244, -1.338348], [-2.008552, 1.458933, -1.450018], [-1.416809, -1.256398, 1.217694], [2.484582, -0.486962, 1.478618], [1.290269, -1.681338, 0.697737], [2.617914, -0.903013, -0.436630], [2.222836, 1.885391, 0.065358], [2.207353, 0.988205, -1.348345], [0.662873, 1.888475, -0.860780], [-0.228183, -0.387867, -1.681191], [0.455446, 0.767954, 0.931504]],
  "forces_ev_per_a": [[0.493, 1.525, 1.254], [0.510, 1.590, -0.597], [1.337, -4.110, -4.247], [-0.272, -3.260, -0.651], [-1.207, 1.798, -0.303], [-5.493, 0.233, -0.100], [-2.089, 4.875, -2.622], [1.538, -1.346, 1.245], [-1.269, 0.738, -0.099], [0.476, -0.899, 0.734], [-0.250, -0.808, 0.165], [-0.162, 0.086, 0.518], [0.952, 0.151, 2.152], [0.200, 1.165, 0.533], [-0.335, -0.674, -1.525], [1.013, -0.418, 0.057], [-0.829, -0.338, 1.991], [1.185, 1.274, 1.734], [0.953, -0.923, -2.125], [2.109, 0.509, -0.562], [0.266, -0.395, 2.420], [0.873, -0.774, 0.029]],
  "mulliken_charge": [-0.751, -0.776, -0.120, -0.372, -0.611, -0.976, -0.122, -0.023, 0.335, 0.242, 0.304, 0.268, 0.348, 0.308, 0.326, 0.340, 0.297, 0.398, 0.407, 0.401, 0.381, 0.398]
}

***

{
  "formula": "C7H8",
  "method": "wB97M-V/def2-TZVPD",
  "total_charge": 0,
  "multiplicity": 1,
  "smiles": "Cc1ccccc1",
  "homo_energy_ev": -9.03,
  "species": ["C", "C", "C", "C", "C", "C", "C", "H", "H", "H", "H", "H", "H", "H", "H"],
  "positions_angstrom": [[-2.177589, -0.021712, 0.485993], [-0.707642, -0.012060, 0.180166], [-0.185835, 0.776775, -0.839075], [1.178223, 0.911431, -1.032222], [2.071014, 0.133017, -0.324085], [1.533392, -0.840987, 0.537001], [0.175316, -0.959037, 0.717776], [-2.754919, -0.791861, -0.013893], [-2.340069, 0.052414, 1.559162], [-2.598460, 0.891737, 0.052776], [-0.873717, 1.336509, -1.465248], [1.602566, 1.670403, -1.678611], [3.145388, 0.077585, -0.394025], [2.232538, -1.630524, 0.792961], [-0.300212, -1.593687, 1.421328]],
  "forces_ev_per_a": [[0.020, 1.238, -0.468], [0.624, -1.062, -1.359], [-0.507, 0.703, 0.250], [1.042, 0.449, -0.073], [-0.908, -1.295, 0.991], [0.697, -0.547, -1.324], [-0.672, 1.600, 0.757], [0.154, -0.604, 0.353], [-0.225, -0.425, 0.014], [0.001, 0.086, 0.202], [0.089, 0.259, 0.160], [-0.361, -0.080, -0.361], [0.108, 0.692, -0.491], [-0.222, 0.083, 0.783], [0.158, -1.097, 0.565]],
  "mulliken_charge": [-1.341, 0.746, -0.365, -0.431, -0.397, -0.362, -0.578, 0.301, 0.364, 0.365, 0.322, 0.328, 0.353, 0.317, 0.378]
}

***

Looking at electronic energy for the records above, in order, we have -84499.68728 -8964.91834 -7388.29308 eV.
Looking at molar mass for the records above, in order, we have 545.61 112.20 92.14 g/mol.